This record from the OMol25 dataset describes a cluster of 4 separate species, C3H14O3S in total. The level of theory is ωB97M-V/def2-TZVPD.

Each line ends with the Mulliken charge.
Positions of all 21 atoms, in Å:
C  0.553  -0.088  0.053  -0.906
C  0.843  -1.594  0.098  -0.563
S  -0.664  -2.638  0.315  -0.096
C  -1.298  -2.429  -1.477  -0.833
H  0.405  0.316  1.065  0.302
H  -0.407  0.133  -0.413  0.290
H  1.283  0.503  -0.496  0.284
H  1.493  -1.756  0.953  0.346
H  1.219  -1.878  -0.870  0.318
H  -2.280  -2.090  -1.812  0.307
H  -0.464  -1.953  -1.985  0.226
H  -1.313  -3.491  -1.728  0.323
H  -3.511  3.658  -1.598  0.320
H  -4.737  3.034  -1.001  0.317
O  -4.025  3.631  -0.781  -0.637
H  -0.899  2.727  3.691  0.311
H  -0.844  3.952  2.956  0.313
O  -0.299  3.176  3.097  -0.623
H  5.285  0.141  -1.738  0.318
H  6.000  1.161  -0.762  0.318
O  5.424  1.061  -1.510  -0.637

frontier orbital gap = 9.14 eV
charge = 0
calculated total energy = -20314.800 eV
relative energy (zero: lowest compared OMol25 entry of this formula, charge and spin) = 1.436 eV
HOMO energy = -8.445 eV
SMILES = CCSC.O.O.O